The following is a DFT calculation (ωB97M-V/def2-TZVPD) of a molecular structure, C36H60F5N5NbO2Si.

Computed properties:
LUMO energy	2.03	eV
Kohn-Sham gap	6.97	eV

Geometry as ORCA input:
```
! RIJCOSX wB97M-V def2-TZVPD def2/J DEFGRID3
* xyz -1 1
C 1.9241 -3.3156 2.9450
C 1.7466 -2.2575 2.1009
C 0.3544 -1.9770 1.4384
Nb 0.4195 -0.9573 -0.5967
O -1.6637 -0.8428 -0.5907
C 0.5357 1.1452 0.2970
C 1.9441 1.4153 0.9769
O 2.7291 2.4574 0.3631
Si 3.9667 1.8584 -0.6522
C 5.1528 3.3400 -1.0070
C 3.2444 1.3802 -2.3621
C 5.0421 0.4971 0.1166
C 0.3652 -2.9773 -1.7576
F 0.1309 -2.7256 -3.1746
F -0.6611 -3.8353 -1.2723
C 1.7750 -3.6181 -1.5358
C 1.9365 -4.7400 -0.6157
C 3.3068 -5.2437 -0.4374
C 4.4290 -4.6718 -1.1386
C 4.2217 -3.5691 -2.0712
C 5.4056 -2.9220 -2.8270
F 6.0552 -3.7982 -3.6555
F 5.0446 -1.7650 -3.4710
F 6.3433 -2.5176 -1.8711
C 2.9003 -3.0253 -2.2870
H 1.1089 -4.0102 3.2466
H 2.9392 -3.4854 3.3927
H 2.6588 -1.6284 1.9445
H -0.1167 -2.9971 1.2757
H -0.3094 -1.4163 2.1484
H 0.3760 -0.1651 -2.2578
H 2.2313 -0.9520 -0.6157
H -2.0504 -1.6895 -0.2916
H 0.3483 1.8911 -0.5181
H -0.2970 1.2100 1.0518
H 1.7271 1.7599 2.0296
H 2.4735 0.4347 1.0692
H 5.5150 3.8202 -0.0546
H 4.7319 4.0689 -1.7420
H 6.0743 2.8628 -1.4577
H 3.5635 2.1391 -3.1305
H 2.1356 1.3238 -2.2345
H 3.6290 0.3712 -2.6570
H 4.6333 -0.4932 -0.2369
H 6.0923 0.5447 -0.2927
H 5.0538 0.4757 1.2355
H 1.0625 -5.1635 -0.0663
H 3.4580 -6.0764 0.2851
H 5.4638 -5.0492 -0.9747
H 2.6568 -2.1751 -2.9576
C 3.6487 3.6798 6.2448
C 2.3020 2.9699 6.1751
C 2.4266 1.4631 5.9423
C 3.0263 1.1511 4.6432
N 3.5055 0.9098 3.6274
H 4.1896 3.5919 5.3004
H 3.5025 4.7434 6.4476
H 4.2728 3.2664 7.0415
H 1.6973 3.4226 5.3844
H 1.7690 3.1333 7.1167
H 1.4316 1.0129 5.9902
H 3.0191 1.0075 6.7400
C 4.0477 7.5066 2.6973
C 4.0165 6.4926 1.5590
C 3.6725 5.0762 2.0234
C 4.6901 4.5244 2.9178
N 5.4869 4.0979 3.6285
H 4.8238 7.2652 3.4272
H 4.2592 8.5048 2.3074
H 3.0865 7.5428 3.2161
H 4.9822 6.4957 1.0463
H 3.2673 6.8097 0.8286
H 3.5804 4.4252 1.1517
H 2.7003 5.0716 2.5237
C -6.1099 -0.2490 2.1596
C -6.1377 0.7583 1.0161
C -4.7542 1.0362 0.4249
C -3.8536 1.6707 1.3868
N -3.1392 2.1574 2.1440
H -5.5246 0.1209 3.0042
H -7.1240 -0.4403 2.5179
H -5.6820 -1.1995 1.8339
H -6.5919 1.6896 1.3670
H -6.7817 0.3684 0.2236
H -4.8629 1.6932 -0.4415
H -4.3072 0.1068 0.0621
C -9.6341 -0.0136 -0.6646
C -9.6385 -0.9941 -1.8311
C -10.0296 -2.4145 -1.4182
C -9.0605 -3.0113 -0.4971
N -8.3032 -3.4730 0.2328
H -8.8936 -0.2917 0.0877
H -9.3868 0.9892 -1.0182
H -10.6145 0.0290 -0.1836
H -8.6532 -0.9972 -2.3040
H -10.3506 -0.6417 -2.5825
H -10.0981 -3.0394 -2.3121
H -11.0211 -2.4102 -0.9579
C -2.3405 -4.0364 -5.2608
C -2.7213 -3.8497 -6.7247
C -2.9717 -2.3866 -7.0985
C -4.1249 -1.8228 -6.3937
N -5.0268 -1.3806 -5.8361
H -3.1455 -3.7201 -4.5943
H -2.1368 -5.0893 -5.0569
H -1.4446 -3.4643 -5.0126
H -3.6069 -4.4513 -6.9488
H -1.9093 -4.2345 -7.3483
H -3.1500 -2.3189 -8.1750
H -2.0811 -1.7895 -6.8866
*
```

These are the Löwdin partial charges, in e, on atoms 1 to 6: -0.075, -0.289, -0.355, 1.642, -0.462, -0.326


The following is a DFT calculation (ωB97M-V/def2-TZVPD) of 10 unconnected molecules or ions with the total composition C36H60O30.

Computed properties:
LUMO energy	-0.12	eV
Kohn-Sham gap	9.67	eV
relative energy (zero: lowest compared OMol25 entry of this formula, charge and spin)	6.081	eV
SMILES	C[C@H]1COC(=O)O1.C[C@H]1COC(=O)O1.C[C@H]1COC(=O)O1.C[C@H]1COC(=O)O1.C[C@H]1COC(=O)O1.C[C@H]1COC(=O)O1.COC(=O)OC.COC(=O)OC.COC(=O)OC.COC(=O)OC

Geometry as ORCA input:
```
! RIJCOSX wB97M-V def2-TZVPD def2/J DEFGRID3
* xyz 0 1
C 10.9787 2.8081 -18.6400
C 10.6823 3.0008 -17.2158
C 9.7689 1.9642 -16.6036
O 10.3944 1.5903 -15.4453
C 11.6149 2.0404 -15.4290
O 12.4456 1.8416 -14.5363
O 11.8872 2.8180 -16.4568
H 11.2496 1.7625 -18.9659
H 11.8098 3.4280 -18.8826
H 10.1032 3.0468 -19.2126
H 10.2117 3.9756 -17.0156
H 9.7727 1.1263 -17.2273
H 8.7696 2.3637 -16.4478
C 14.7986 4.9966 -15.3627
C 13.7012 5.9352 -15.8321
C 12.3936 5.9185 -15.0093
O 12.3780 7.2358 -14.5133
C 13.3037 8.0121 -15.1055
O 13.3214 9.2420 -14.9731
O 14.1381 7.2797 -15.8661
H 15.0717 5.0787 -14.2903
H 15.6274 5.1701 -16.0056
H 14.4645 3.9167 -15.3763
H 13.3973 5.6460 -16.9165
H 12.3869 5.1732 -14.2617
H 11.4711 5.8313 -15.6193
C 10.2293 9.6468 -15.5991
C 9.4681 8.5620 -16.3880
C 8.7112 9.0268 -17.7037
O 8.8965 7.8951 -18.5527
C 9.9333 7.1867 -18.0464
O 10.4857 6.2448 -18.6368
O 10.3751 7.6337 -16.8797
H 9.5440 10.4266 -15.2323
H 10.9945 10.1839 -16.1779
H 10.7350 9.1315 -14.7053
H 8.6773 8.1724 -15.7352
H 9.1992 9.8572 -18.1540
H 7.6696 9.2447 -17.4834
C 5.0132 -1.7446 -20.5478
C 5.1545 -0.3052 -20.9925
C 4.6726 0.7215 -19.9642
O 5.9015 1.3264 -19.3654
C 6.8989 0.9183 -20.0247
O 8.0900 1.2572 -19.8394
O 6.5555 0.0495 -20.9877
H 3.9611 -2.0263 -20.3637
H 5.5889 -1.8834 -19.6237
H 5.4007 -2.4200 -21.3389
H 4.5989 -0.2109 -21.9438
H 4.0018 0.2926 -19.2211
H 4.1890 1.5555 -20.3977
C 13.8219 -0.6575 -12.2690
C 12.6926 -0.5212 -11.2272
C 12.8828 -1.3973 -10.0103
O 13.3645 -0.5160 -9.0116
C 13.2681 0.7156 -9.4452
O 13.5783 1.7184 -8.8156
O 12.7437 0.7362 -10.6095
H 14.8175 -0.6064 -11.7697
H 13.8522 0.0585 -13.1332
H 13.7973 -1.6554 -12.6777
H 11.6586 -0.6536 -11.5920
H 13.6264 -2.2182 -10.1757
H 11.9354 -1.7015 -9.6183
C 5.0148 -0.9196 -15.2427
C 5.7353 -1.2862 -16.4663
C 7.1439 -0.6577 -16.4187
O 7.9370 -1.7868 -16.0952
C 7.3172 -2.8847 -16.2439
O 7.9008 -3.9813 -16.2314
O 5.9936 -2.7213 -16.4876
H 4.7983 0.1503 -15.2693
H 5.6141 -1.1195 -14.3779
H 4.0447 -1.4835 -15.1216
H 5.2104 -0.9604 -17.3401
H 7.2355 0.1999 -15.6685
H 7.3653 -0.2241 -17.3245
C 10.9871 3.3533 -11.5088
O 10.5603 3.6129 -12.8357
C 9.4734 4.3511 -13.0500
O 8.7919 4.8840 -11.9244
O 9.1661 4.5328 -14.3107
C 8.1169 5.4065 -14.6798
H 11.1779 4.2427 -10.9164
H 11.8685 2.6994 -11.5755
H 10.2453 2.7470 -11.0485
H 7.1776 4.8342 -14.8222
H 8.3685 5.8916 -15.6378
H 7.9841 6.2533 -14.0546
C 15.6057 0.5459 -16.0281
O 14.4519 0.5147 -16.8761
C 13.7030 -0.5458 -16.7424
O 13.8783 -1.4970 -15.7072
O 12.7092 -0.5731 -17.6021
C 11.7733 -1.6154 -17.6164
H 16.2192 1.3370 -16.3062
H 16.1509 -0.4026 -16.0272
H 15.2305 0.7654 -14.9993
H 11.0652 -1.3142 -18.3927
H 11.2707 -1.5665 -16.5991
H 12.2720 -2.6051 -17.7709
C 3.9360 2.4695 -17.0320
O 4.3540 3.3346 -18.0350
C 5.5949 3.8139 -17.9268
O 6.3847 3.4437 -16.7874
O 6.0355 4.4460 -19.0017
C 7.4572 4.8297 -19.0130
H 3.9512 2.9446 -16.0408
H 4.6373 1.6357 -16.9838
H 2.9858 2.0215 -17.2131
H 8.1389 3.9871 -18.9979
H 7.6909 5.3338 -18.0359
H 7.6462 5.4796 -19.8538
C 19.0625 4.3026 -10.5869
O 17.8749 3.5094 -10.5117
C 17.0384 3.5079 -11.5303
O 17.2830 4.2632 -12.6808
O 15.8858 2.8114 -11.3770
C 14.8640 2.9937 -12.4324
H 19.8281 4.0569 -9.7571
H 18.8337 5.3819 -10.4593
H 19.6012 4.1722 -11.4957
H 14.5563 3.9895 -12.5992
H 13.8400 2.6091 -12.1682
H 15.0960 2.6415 -13.4266
*
```

These are the Löwdin partial charges, in e, on atoms 1 to 6: -0.010, -0.308, -0.114, 0.116, -0.578, 0.100


The following is a DFT calculation (ωB97M-V/def2-TZVPD) of a molecular structure, C36H62INO10Si2.

Computed properties:
LUMO energy	-1.57	eV
Kohn-Sham gap	7.55	eV
relative energy (zero: lowest compared OMol25 entry of this formula, charge and spin)	0.000	eV

Geometry as ORCA input:
```
! RIJCOSX wB97M-V def2-TZVPD def2/J DEFGRID3
* xyz 0 1
C 8.5021 1.8225 -2.6063
C 7.2603 1.6100 -1.7404
C 6.0686 2.4907 -2.1706
C 5.8200 3.7188 -1.2790
C 4.3390 4.0266 -1.0093
C 3.4448 3.9791 -2.2581
C 2.0328 3.3981 -2.0180
C 1.6102 2.4439 -3.1520
C 0.5730 1.3664 -2.7722
C 0.6828 0.1456 -3.7155
C 0.9058 -1.2304 -3.0662
C 2.3571 -1.7396 -3.1290
C 3.1664 -1.1339 -1.9205
C 3.1283 -2.1552 -0.7853
C 3.5203 -1.7630 0.6539
C 3.2751 -0.3157 1.1154
Si 2.0128 0.1171 2.4284
O 2.7362 1.1948 3.4784
N 1.2366 -1.0779 3.3505
C 1.1270 -2.5097 3.0819
C 0.1698 -2.8929 1.9490
C -0.0163 -1.8671 0.8446
O 0.8290 1.0265 1.6321
Si -0.2064 2.0615 2.3870
I -0.5602 1.8918 4.7989
C -1.9057 1.8434 1.6235
C -1.9022 1.9553 0.0864
C -3.0775 1.1905 -0.5494
C -2.7875 -0.2873 -0.8894
C -3.3523 -1.2863 0.1279
H 9.3571 1.3395 -2.1319
H 8.3721 1.3804 -3.5923
H 8.7092 2.8879 -2.6874
H 6.9425 0.5680 -1.7391
H 7.5202 1.8739 -0.7141
H 5.1650 1.8763 -2.1802
H 6.2184 2.8377 -3.1943
H 6.2875 4.6099 -1.7040
H 6.3141 3.5657 -0.3179
H 4.2671 5.0184 -0.5612
H 3.9678 3.3311 -0.2512
H 3.2949 5.0085 -2.5893
H 3.9226 3.4515 -3.0779
H 1.9591 2.8587 -1.0716
H 1.3270 4.2275 -1.9665
H 1.2032 3.0334 -3.9730
H 2.5120 1.9340 -3.4914
H -0.4032 1.8444 -2.8625
H 0.6778 1.0526 -1.7318
H -0.2433 0.0493 -4.2844
H 1.4604 0.3634 -4.4456
H 0.2442 -1.9384 -3.5687
H 0.6248 -1.2246 -2.0120
H 2.8193 -1.5350 -4.0921
H 2.3332 -2.8149 -2.9604
H 2.6766 -0.1908 -1.6735
H 4.1750 -0.8706 -2.2447
H 2.1381 -2.6100 -0.7828
H 3.8010 -2.9613 -1.0871
H 3.0471 -2.5031 1.2955
H 4.5843 -1.9860 0.7552
H 3.0503 0.3337 0.2636
H 4.2306 0.0758 1.4771
H 3.5770 1.5031 3.1188
H 0.8867 -0.8364 4.2632
H 2.1047 -2.9859 2.9950
H 0.7297 -2.9782 3.9863
H 0.5269 -3.8298 1.5102
H -0.8101 -3.1334 2.3501
H -0.6365 -1.0356 1.1761
H -0.5370 -2.3181 -0.0017
H 0.9087 -1.4317 0.4695
H 0.2344 3.4476 2.1170
H -2.5481 2.6014 2.0750
H -2.2805 0.8772 1.9672
H -0.9570 1.6245 -0.3407
H -2.0695 3.0071 -0.1471
H -3.9400 1.1999 0.1209
H -3.3932 1.7047 -1.4598
H -3.2820 -0.5057 -1.8384
H -1.7204 -0.4484 -1.0425
H -4.4345 -1.3597 0.0289
H -3.0954 -0.9979 1.1460
H -2.9249 -2.2700 -0.0692
C -7.2131 3.5442 0.1046
C -6.9803 2.2292 -0.0001
C -7.1518 1.4901 -1.2975
O -6.8967 0.2999 -1.3067
C -7.6093 2.2321 -2.4602
C -7.8483 3.5458 -2.3549
C -7.6538 4.2901 -1.0623
O -7.8776 5.4860 -1.0611
O -8.2683 4.2927 -3.3695
O -6.5755 1.4866 1.0248
H -7.0860 4.0851 1.0315
H -7.7425 1.6890 -3.3849
H -8.3549 5.2015 -3.0200
H -6.4767 0.5772 0.6810
C -1.9865 -6.1542 3.8543
C -2.2056 -6.8387 4.9848
C -3.5392 -6.8210 5.6812
O -3.6545 -7.4850 6.6938
C -4.6060 -6.0149 5.1113
C -4.3857 -5.3280 3.9827
C -3.0598 -5.3649 3.2748
O -2.9511 -4.7216 2.2476
O -5.3064 -4.5679 3.4010
O -1.2783 -7.5818 5.5768
H -1.0332 -6.1619 3.3447
H -5.5556 -5.9972 5.6268
H -4.8851 -4.1908 2.6035
H -1.7030 -7.9668 6.3687
*
```

These are the Löwdin partial charges, in e, on atoms 1 to 6: -0.114, -0.260, -0.218, -0.207, -0.202, -0.201


The following is a DFT calculation (ωB97M-V/def2-TZVPD) of 8 unconnected molecules or ions with the total composition C36H63INO25P2S.

Computed properties:
LUMO energy	1.64	eV
Kohn-Sham gap	5.44	eV

Geometry as ORCA input:
```
! RIJCOSX wB97M-V def2-TZVPD def2/J DEFGRID3
* xyz -1 1
C 2.9169 0.7662 3.0415
C 3.2746 1.0440 1.4853
N 2.0706 1.6552 0.8847
P 2.3260 2.2905 -0.7722
C 2.8157 2.9966 -2.4977
O 4.2439 2.7124 -2.7741
C 4.5074 3.3231 -4.0338
C 4.9426 4.8706 -4.0641
O 4.4248 2.7410 -5.1204
C 2.6472 4.0214 -0.0108
C 1.3707 4.9564 0.1322
C 0.6793 5.3836 -1.2392
I -0.1995 4.2101 1.4427
P 1.7241 0.3191 -1.6532
O 0.0542 0.4417 -2.0989
O 1.7946 -0.9878 -0.5576
S 2.7351 -0.2061 -3.2334
H 1.8415 0.3749 3.0933
H 2.9042 1.7384 3.6492
H 3.6622 0.0808 3.5505
H 4.0756 1.8656 1.5211
H 3.6677 0.1199 0.9540
H 1.2310 1.0739 0.9753
H 0.9295 2.6819 -0.9287
H 3.7243 1.8760 -0.6408
H 2.1391 2.6325 -3.3533
H 2.7461 4.1441 -2.5488
H 4.0327 5.5322 -4.2596
H 5.6900 5.0963 -4.8828
H 5.3376 5.0982 -3.0224
H 3.4868 4.6206 -0.5241
H 3.0404 3.8424 1.0549
H 1.7368 5.9327 0.6122
H -0.0644 6.2420 -1.0830
H 0.2480 4.5180 -1.8259
H 1.5127 5.8384 -1.8905
H -0.0749 1.2061 -2.6988
H 2.6318 -1.4747 -0.7016
C -5.2047 -0.7710 -0.5656
C -4.8211 0.2623 -1.6029
C -3.9013 -0.2669 -2.6667
O -3.1723 0.8915 -3.0496
C -3.1596 1.7238 -1.9686
O -2.4678 2.6865 -1.8721
O -4.0432 1.3037 -1.0189
H -5.9792 -0.3723 0.0938
H -5.5882 -1.6809 -1.0319
H -4.3529 -1.0249 0.0711
H -5.7197 0.7115 -2.0407
H -4.4472 -0.6768 -3.5184
H -3.1958 -1.0189 -2.3001
C -6.4786 -6.3961 -1.9278
C -6.6807 -5.4380 -0.7730
C -7.8769 -5.7632 0.0755
O -8.2585 -4.4854 0.5734
C -7.8370 -3.5654 -0.3402
O -8.1652 -2.4186 -0.3423
O -6.9916 -4.1285 -1.2464
H -5.5236 -6.1962 -2.4196
H -6.4780 -7.4342 -1.5884
H -7.2540 -6.2668 -2.6873
H -5.7692 -5.3751 -0.1695
H -7.6303 -6.4381 0.8962
H -8.7139 -6.1824 -0.4914
C -3.7534 4.4861 -6.8570
C -2.6957 4.7818 -5.8154
C -1.3720 5.1863 -6.3996
O -0.4503 4.7440 -5.4110
C -1.0394 3.6956 -4.7655
O -0.4728 2.9611 -4.0207
O -2.3592 3.6046 -5.0861
H -4.7225 4.3382 -6.3757
H -3.8490 5.3052 -7.5729
H -3.5278 3.5620 -7.3963
H -3.0628 5.5302 -5.1051
H -1.2953 6.2654 -6.5420
H -1.1397 4.6847 -7.3444
C 4.4627 -4.1301 4.8943
C 4.3052 -3.1722 6.0566
C 3.1161 -3.4714 6.9220
O 2.7753 -2.1871 7.4332
C 3.2060 -1.2714 6.5151
O 2.9054 -0.1163 6.5272
O 4.0209 -1.8506 5.5934
H 5.4121 -3.9542 4.3877
H 4.4414 -5.1689 5.2295
H 3.6797 -3.9774 4.1492
H 5.2272 -3.1361 6.6452
H 3.3595 -4.1577 7.7353
H 2.2594 -3.8662 6.3669
C 5.2321 -1.7132 11.8352
C 5.0380 -2.9451 10.9770
C 5.6583 -4.1850 11.5556
O 5.9668 -4.9467 10.3930
C 6.1487 -4.0554 9.3769
O 6.6149 -4.3306 8.3134
O 5.7262 -2.8134 9.7348
H 4.6442 -0.8822 11.4384
H 4.9187 -1.8928 12.8661
H 6.2758 -1.3888 11.8283
H 3.9742 -3.0938 10.7636
H 4.9680 -4.7301 12.2010
H 6.5851 -3.9944 12.1055
C -9.6510 2.3976 -4.7008
C -9.2762 3.4301 -5.7430
C -8.3611 2.9014 -6.8104
O -7.6368 4.0637 -7.1990
C -7.6221 4.8968 -6.1193
O -6.9326 5.8657 -6.0265
O -8.4969 4.4760 -5.1658
H -10.4227 2.7957 -4.0375
H -10.0346 1.4858 -5.1637
H -8.7952 2.1471 -4.0689
H -10.1781 3.8759 -6.1761
H -8.9098 2.4884 -7.6581
H -7.6516 2.1522 -6.4461
C 5.7230 -2.9447 -1.1172
C 6.2026 -3.9457 -0.0885
C 6.0779 -5.3732 -0.5363
O 5.9004 -6.0681 0.6945
C 5.3321 -5.1853 1.5649
O 4.8610 -5.4883 2.6204
O 5.3740 -3.9190 1.0740
H 5.9677 -1.9294 -0.7964
H 6.1884 -3.1172 -2.0899
H 4.6364 -2.9828 -1.2281
H 7.2280 -3.7125 0.2179
H 6.9730 -5.7246 -1.0514
H 5.2060 -5.5574 -1.1711
*
```

These are the Löwdin partial charges, in e, on atoms 1 to 6: -0.109, -0.354, -0.322, 0.416, -0.358, -0.173


Q: Look up the LUMO energy of the fourth one.
A: 1.64 eV